{"formula": "C5H12N2", "method": "the ωB97M-V functional and the def2-TZVPD basis", "symbols": ["C", "C", "C", "C", "C", "N", "N", "H", "H", "H", "H", "H", "H", "H", "H", "H", "H", "H", "H"], "coordinates": [[2.38293, -0.47525, -0.22840], [0.95284, -0.53515, 0.34078], [0.16014, 0.73523, 0.06829], [-1.34838, 0.53872, 0.19383], [-2.65387, 0.20281, -1.75900], [-1.77584, -0.34053, -0.86740], [0.98858, -0.85059, 1.79229], [2.58518, 0.53293, -0.60554], [2.54093, -1.25347, -0.97248], [3.11223, -0.57755, 0.57981], [0.44957, -1.41010, -0.06965], [0.54896, 1.48470, 0.78626], [0.36117, 1.16566, -0.91707], [-1.55878, 0.07889, 1.17776], [-1.86495, 1.50823, 0.25008], [-3.53327, 0.77755, -1.43973], [-2.64598, -0.27771, -2.73714], [1.16082, -0.00055, 2.31711], [0.13772, -1.30382, 2.09022]], "lowdin_charge": [-0.079, -0.465, -0.224, -0.382, -0.299, -0.196, 0.004, 0.057, 0.061, 0.053, 0.113, 0.097, 0.094, 0.074, 0.076, -0.039, -0.046, 0.051, 0.048], "s2": 0.7543, "mol_weight_g_mol": 100.16, "total_charge": -1, "orbital_gap_ev": [3.862, 6.774], "multiplicity": 2, "fmax_ha_per_bohr": 0.0184, "lumo_energy_ev": [4.15, 4.12]}

=====

{"formula": "C4H14O2S", "method": "the ωB97M-V functional and the def2-TZVPD basis", "symbols": ["C", "C", "C", "C", "S", "H", "H", "H", "H", "H", "H", "H", "H", "H", "H", "H", "H", "O", "H", "H", "O"], "coordinates": [[2.41827, 2.27486, -1.04344], [1.35916, 1.72274, -0.05366], [1.37227, 0.30785, 0.18929], [0.22357, -0.35946, 1.01368], [0.29626, -2.16630, 0.94092], [2.19855, 3.19832, -1.48008], [3.36660, 2.36085, -0.59596], [2.28876, 1.44573, -1.82851], [0.54076, 1.91759, -0.57863], [1.42282, 2.24091, 0.98167], [2.36907, -0.12365, 0.47131], [1.46791, -0.20024, -0.70688], [-0.81151, -0.07017, 0.50794], [0.21802, -0.12165, 2.02295], [0.12676, -2.42817, 2.24123], [-1.79505, -4.58066, -1.73810], [-1.41902, -3.14271, -2.27686], [-1.46422, -4.15535, -2.48227], [-5.23369, 0.64009, 2.07433], [-4.60263, 0.57743, 0.69019], [-4.34265, 0.66202, 1.65089]], "lowdin_charge": [-0.072, -0.299, -0.349, -0.544, 0.686, 0.044, 0.052, 0.107, 0.058, 0.151, 0.130, 0.063, 0.109, 0.032, -0.157, -0.022, 0.090, -0.080, 0.045, 0.056, -0.103], "mol_weight_g_mol": 126.22, "orbital_gap_ev": 9.592, "fmax_ha_per_bohr": 0.1074, "lumo_energy_ev": 0.56}

=====

{"formula": "C26H28N4O6", "method": "the ωB97M-V functional and the def2-TZVPD basis", "symbols": ["C", "O", "C", "C", "C", "C", "C", "C", "C", "O", "N", "C", "C", "O", "N", "C", "C", "O", "C", "C", "H", "H", "H", "H", "H", "H", "H", "H", "H", "H", "H", "H", "H", "H", "C", "O", "C", "C", "N", "C", "N", "C", "C", "C", "C", "O", "C", "C", "C", "C", "H", "H", "H", "H", "H", "H", "H", "H", "H", "H", "H", "H", "H", "H"], "coordinates": [[4.61968, -2.22637, -4.10280], [5.37014, -1.97942, -2.87951], [4.67653, -1.73508, -1.72967], [5.39394, -1.80159, -0.51120], [4.71607, -1.72340, 0.68322], [3.31384, -1.48796, 0.72121], [2.62455, -1.49444, 2.00327], [1.63247, -2.33144, 2.40468], [1.14570, -2.17708, 3.78053], [1.61516, -1.37143, 4.58671], [0.08811, -3.01064, 4.17629], [-0.41310, -2.81550, 5.51862], [-0.58759, -3.90101, 3.32921], [-1.61326, -4.48862, 3.66119], [-0.01174, -4.10879, 2.06542], [-0.64388, -5.14106, 1.26942], [1.14201, -3.45718, 1.59286], [1.67064, -3.84615, 0.55181], [2.65088, -1.27798, -0.50005], [3.28732, -1.47109, -1.70141], [5.35606, -2.62897, -4.80527], [3.81852, -2.96669, -3.92943], [4.21011, -1.27660, -4.48884], [6.47075, -1.94282, -0.55083], [5.23089, -1.87475, 1.63414], [2.97790, -0.79824, 2.77227], [-1.25886, -3.48014, 5.66043], [0.38041, -3.04257, 6.23475], [-0.71499, -1.77262, 5.63414], [-0.15569, -5.16890, 0.29979], [-0.53214, -6.10209, 1.78381], [-1.70806, -4.91342, 1.16830], [1.57433, -0.95005, -0.49610], [2.71535, -1.42592, -2.63812], [0.26449, 0.23027, -4.31314], [0.64630, 0.58447, -2.97406], [1.83772, 1.20351, -2.74010], [1.92917, 1.76638, -1.47202], [0.81377, 1.62474, -0.57579], [0.31220, 0.42431, -0.16514], [-0.91248, 0.72052, 0.32594], [-1.90712, -0.24633, 0.70700], [-1.11384, 2.10146, 0.35809], [-0.02336, 2.66195, -0.18379], [3.07690, 2.42387, -1.04516], [2.98740, 2.91547, 0.22083], [4.12533, 3.56727, 0.81071], [4.19053, 2.47809, -1.90376], [4.09979, 1.89788, -3.16881], [2.93260, 1.27424, -3.61534], [-0.79157, -0.03281, -4.23130], [0.40016, 1.06898, -5.01306], [0.85325, -0.63189, -4.66336], [-1.64861, -1.22134, 0.27638], [-1.97489, -0.34978, 1.79763], [-2.89956, 0.06431, 0.34877], [-2.02084, 2.53284, 0.73158], [0.21655, 3.67327, -0.42629], [3.77325, 3.86628, 1.79820], [4.97044, 2.87151, 0.89590], [4.42922, 4.44683, 0.22713], [5.10645, 2.99291, -1.58891], [4.95341, 1.95015, -3.84889], [2.84744, 0.87063, -4.62743]], "lowdin_charge": [-0.053, -0.097, -0.258, -0.011, -0.027, -0.206, 0.082, -0.031, -0.360, 0.068, 0.016, -0.015, -0.403, 0.078, 0.014, -0.015, -0.327, 0.092, -0.052, -0.013, 0.090, 0.098, 0.076, 0.114, 0.117, 0.139, 0.086, 0.101, 0.099, 0.087, 0.103, 0.096, 0.060, 0.103, -0.048, -0.089, -0.235, -0.082, -0.023, -0.006, -0.154, -0.045, -0.057, -0.041, -0.209, -0.080, -0.051, -0.012, -0.070, -0.038, 0.094, 0.097, 0.090, 0.089, 0.086, 0.090, 0.111, 0.120, 0.093, 0.097, 0.094, 0.110, 0.113, 0.106], "mol_weight_g_mol": 492.53, "orbital_gap_ev": 7.567, "fmax_ha_per_bohr": 0.0348, "lumo_energy_ev": -0.21}

=====

{"formula": "C2H6O2S", "method": "the ωB97M-V functional and the def2-TZVPD basis", "symbols": ["C", "C", "O", "O", "S", "H", "H", "H", "H", "H", "H"], "coordinates": [[-1.62281, -0.77487, -0.12865], [2.97546, 0.09751, -0.02241], [-0.91748, 1.75420, 0.32639], [1.83965, -0.29011, 0.10127], [-1.92104, 0.76001, 0.74432], [-2.25398, -1.57075, 0.29672], [-1.48993, -0.48113, -1.15094], [-0.59888, -1.07269, 0.09459], [3.59972, 0.10374, 0.84355], [3.57736, 0.42559, -1.03056], [-3.18806, 1.04848, -0.07429]], "lowdin_charge": [-0.333, -0.140, -0.608, -0.019, 0.771, 0.061, 0.042, 0.020, 0.054, 0.123, 0.028], "mol_weight_g_mol": 94.13, "orbital_gap_ev": 9.823, "fmax_ha_per_bohr": 0.0508, "lumo_energy_ev": 0.78}

=====

{"formula": "C4H5IO", "method": "the ωB97M-V functional and the def2-TZVPD basis", "symbols": ["C", "C", "C", "C", "O", "I", "H", "H", "H", "H", "H"], "coordinates": [[-0.31992, -1.55048, 0.55873], [-1.22673, -0.68266, -0.13208], [-1.49329, 0.52740, 0.44501], [0.77670, 1.52248, -0.62271], [-2.07134, 1.44098, 0.89704], [2.01293, 0.08478, 0.16833], [-0.18558, -2.44726, -0.07282], [-0.28774, -1.58955, 1.58941], [-1.50138, -0.83631, -1.12599], [0.97999, 2.56590, -0.31432], [0.76194, 1.43793, -1.79376]], "lowdin_charge": [-0.147, -0.212, -0.190, -0.647, 0.178, 0.888, 0.067, 0.020, 0.099, -0.045, -0.011], "mol_weight_g_mol": 195.99, "orbital_gap_ev": [6.964, 7.706], "fmax_ha_per_bohr": 0.0927, "lumo_energy_ev": [-0.38, -0.13]}

=====

{"formula": "C9H9N3O", "method": "the ωB97M-V functional and the def2-TZVPD basis", "symbols": ["C", "C", "C", "C", "C", "C", "C", "C", "C", "N", "N", "N", "O", "H", "H", "H", "H", "H", "H", "H", "H", "H"], "coordinates": [[3.38956, -0.23967, 0.02906], [2.76709, -1.43062, 0.06038], [2.60209, 0.96950, -0.09517], [1.43763, -1.58630, -0.01902], [1.21992, 0.86980, -0.03553], [0.60700, -0.44846, 0.01411], [-3.01540, -0.90102, -0.16463], [-1.61152, -1.43341, 0.05688], [-2.21841, 1.23481, -0.39542], [-3.18771, 0.33529, -0.33830], [-0.76042, -0.41200, 0.02490], [-2.12265, 2.10544, 0.64999], [-1.40477, -2.63200, 0.16252], [4.43662, -0.16735, 0.00469], [3.22102, -2.41918, -0.01779], [3.09302, 1.86711, -0.32714], [1.16261, -2.70659, 0.01257], [0.62735, 1.83420, -0.02041], [-4.03503, -1.45636, -0.27483], [-1.98070, 1.59694, -1.31034], [-1.72563, 3.05052, 0.34919], [-2.50167, 1.96934, 1.63428]], "lowdin_charge": [-0.092, -0.160, -0.079, -0.046, -0.036, -0.238, 0.010, -0.521, -0.198, 0.066, 0.084, 0.111, 0.029, 0.078, 0.110, 0.074, 0.139, 0.099, 0.159, 0.117, 0.139, 0.157], "mol_weight_g_mol": 175.19, "orbital_gap_ev": 7.344, "fmax_ha_per_bohr": 0.1046, "lumo_energy_ev": -0.10}

=====

{"formula": "C11H13N4", "method": "the ωB97M-V functional and the def2-TZVPD basis", "symbols": ["C", "C", "C", "C", "C", "C", "C", "C", "C", "C", "C", "N", "N", "N", "N", "H", "H", "H", "H", "H", "H", "H", "H", "H", "H", "H", "H", "H"], "coordinates": [[0.32362, 3.41962, 3.05371], [0.80395, -3.47245, -0.65324], [0.68929, -2.28062, 0.13099], [1.03765, -3.38777, -1.97003], [0.56671, -1.03664, -0.42034], [-0.07272, 1.34238, -0.14921], [-1.46103, 1.27573, -0.01378], [0.67786, 0.20258, 0.30014], [-2.26455, 2.35075, 0.21274], [1.10989, -2.07343, -2.62643], [0.32081, -0.92193, -1.94508], [1.24353, 0.12219, 1.48322], [-2.86608, 3.35464, 0.20395], [-0.48890, 2.58607, 2.94769], [-1.43143, 1.86620, 2.71643], [0.71880, 4.21029, 3.74526], [0.85531, -4.34486, -0.08663], [0.91811, -2.40006, 1.21733], [1.44090, -4.20192, -2.52942], [0.45751, 2.28466, -0.33780], [-2.05991, 0.29270, -0.05484], [2.22678, -1.73718, -2.57945], [0.73117, -2.10838, -3.63361], [-0.72761, -0.93516, -2.22076], [0.66321, 0.03462, -2.23964], [1.23597, 0.81379, 2.09996], [-3.37502, 3.92267, 0.81175], [-1.27380, 0.82150, 2.53712]], "lowdin_charge": [0.126, -0.073, 0.000, -0.059, -0.189, 0.059, -0.059, -0.346, -0.048, -0.167, -0.133, 0.233, 0.357, -0.231, 0.048, 0.109, 0.090, 0.134, 0.111, 0.151, 0.185, 0.169, 0.109, 0.113, 0.092, -0.024, 0.122, 0.119], "mol_weight_g_mol": 201.25, "total_charge": 1, "orbital_gap_ev": 5.671, "fmax_ha_per_bohr": 0.1186, "lumo_energy_ev": -5.61}

=====

{"formula": "C55H61CuNO3P4", "method": "the ωB97M-V functional and the def2-TZVPD basis", "symbols": ["Cu", "C", "C", "C", "C", "C", "O", "C", "N", "C", "C", "C", "C", "C", "C", "P", "C", "C", "C", "C", "C", "C", "C", "C", "C", "C", "C", "C", "H", "H", "H", "H", "H", "H", "H", "H", "H", "H", "H", "H", "H", "H", "H", "H", "H", "H", "H", "H", "H", "H", "H", "H", "O", "P", "C", "P", "O", "C", "C", "C", "C", "C", "C", "C", "C", "C", "C", "C", "C", "C", "C", "C", "C", "C", "C", "C", "C", "C", "C", "C", "C", "H", "H", "H", "H", "H", "H", "H", "H", "H", "H", "H", "H", "H", "H", "H", "H", "H", "H", "H", "H", "H", "H", "C", "C", "P", "C", "C", "C", "C", "H", "H", "H", "H", "H", "H", "H", "H", "H", "H", "H", "H", "H", "H", "H"], "coordinates": [[-0.10150, 0.25950, 0.24220], [-1.48400, -1.46480, 3.37410], [-2.05460, -0.05940, 3.19210], [-3.12190, -0.02730, 2.10690], [-0.94120, 0.97160, 2.90700], [-0.29030, 1.44260, 4.22070], [1.07910, 1.11990, 4.06130], [1.25610, 0.53170, 2.88570], [0.19910, 0.45640, 2.14030], [2.62690, 0.03680, 2.71640], [3.41780, 0.03820, 3.87470], [4.71180, -0.43840, 3.86650], [5.24670, -0.94590, 2.69550], [4.49260, -0.93960, 1.53690], [3.18950, -0.44540, 1.52550], [2.30890, -0.26440, -0.05660], [3.13710, -1.47360, -1.14270], [3.48530, -1.12830, -2.44680], [4.10270, -2.06060, -3.26190], [4.39110, -3.32780, -2.78120], [4.04750, -3.67350, -1.48350], [3.39590, -2.76280, -0.67360], [3.03030, 1.29810, -0.67590], [2.21840, 2.10600, -1.46110], [2.73210, 3.23440, -2.07370], [4.06060, 3.57850, -1.88130], [4.86840, 2.78570, -1.08100], [4.36590, 1.64330, -0.48150], [-2.18770, -2.08850, 3.91540], [-0.55010, -1.44490, 3.92890], [-1.29710, -1.91670, 2.40620], [-2.52590, 0.26170, 4.12760], [-2.64800, -0.01340, 1.12810], [-3.76520, 0.84270, 2.19920], [-3.73830, -0.91640, 2.18020], [-1.37700, 1.80420, 2.34740], [-0.66640, 0.88860, 5.08490], [-0.38090, 2.51250, 4.41750], [3.00360, 0.41790, 4.79280], [5.30060, -0.41100, 4.76910], [6.25120, -1.33560, 2.67390], [4.92890, -1.31840, 0.62370], [3.29430, -0.12670, -2.80950], [4.37010, -1.79650, -4.27300], [4.88320, -4.04610, -3.41670], [4.27980, -4.65800, -1.10910], [3.09130, -3.04040, 0.32700], [1.18470, 1.81980, -1.58370], [2.10530, 3.83490, -2.71360], [4.46290, 4.45870, -2.35700], [5.90290, 3.05230, -0.93330], [5.01530, 1.02280, 0.11740], [-0.16790, -0.04440, -1.65930], [-0.82760, -0.91890, -2.69210], [-2.60250, -1.17600, -2.33330], [-2.65110, -2.21110, -0.79770], [-1.56230, -1.76440, 0.11020], [-2.57220, -3.94960, -1.30910], [-3.47240, -4.42510, -2.25730], [-3.50590, -5.77120, -2.56410], [-2.64180, -6.65150, -1.92920], [-1.76490, -6.18480, -0.96350], [-1.73800, -4.83820, -0.64480], [-4.36530, -2.09000, -0.17090], [-5.34670, -1.24570, -0.67260], [-6.63780, -1.31100, -0.17620], [-6.96430, -2.23430, 0.80200], [-5.98760, -3.07880, 1.30910], [-4.69690, -3.00860, 0.82170], [-0.66880, -0.07990, -4.28450], [0.63710, 0.16150, -4.69890], [0.87290, 0.83650, -5.88070], [-0.19610, 1.26980, -6.65130], [-1.49630, 1.01250, -6.24830], [-1.73860, 0.34020, -5.06180], [-0.08260, -2.55280, -2.85010], [0.53560, -3.14930, -1.76300], [1.03630, -4.43300, -1.88180], [0.93850, -5.10950, -3.08590], [0.33530, -4.50650, -4.17790], [-0.18390, -3.23130, -4.06070], [-3.13210, -1.64290, -3.16010], [-3.03690, -0.19760, -2.11650], [-4.16560, -3.74440, -2.73140], [-4.22700, -6.14030, -3.27750], [-2.67010, -7.70230, -2.17490], [-1.12070, -6.87730, -0.44290], [-1.08410, -4.46140, 0.12720], [-5.12960, -0.53400, -1.45490], [-7.39280, -0.65110, -0.57680], [-7.97550, -2.29010, 1.17410], [-6.23520, -3.79540, 2.07730], [-3.92690, -3.66630, 1.20410], [1.44910, -0.19620, -4.08070], [1.88350, 1.01640, -6.21020], [-0.01670, 1.79760, -7.57430], [-2.32410, 1.32770, -6.86450], [-2.75380, 0.13790, -4.75200], [0.59340, -2.60540, -0.82980], [1.49800, -4.91580, -1.03610], [1.34090, -6.10540, -3.17750], [0.26840, -5.03060, -5.11810], [-0.66220, -2.75330, -4.90310], [-4.09070, 2.21930, -0.41210], [-2.99830, 3.03380, 0.27170], [-1.29680, 2.47360, -0.23120], [-0.19100, 3.78170, 0.50480], [-0.83440, 5.10220, 0.91420], [-1.33420, 2.86940, -2.04730], [-1.34180, 4.34660, -2.42070], [-5.00960, 2.24420, 0.16650], [-3.78450, 1.18010, -0.49960], [-4.30860, 2.60780, -1.40330], [-3.06980, 2.92950, 1.35660], [-3.11000, 4.09330, 0.03770], [0.59790, 3.96170, -0.22660], [0.29440, 3.32260, 1.36930], [-1.30120, 5.60210, 0.07150], [-0.06390, 5.76340, 1.30350], [-1.57480, 4.96450, 1.69630], [-2.22920, 2.37820, -2.44030], [-0.47760, 2.38270, -2.51790], [-2.18900, 4.86970, -1.98370], [-1.42190, 4.43250, -3.50280], [-0.42110, 4.83850, -2.11390]], "lowdin_charge": [0.400, -0.038, -0.344, -0.062, -0.265, -0.050, 0.029, -0.279, 0.054, -0.110, 0.016, -0.027, -0.027, -0.091, -0.274, 1.152, -0.356, -0.078, -0.048, -0.049, -0.074, -0.135, -0.337, -0.127, -0.065, -0.051, -0.048, -0.053, 0.092, 0.082, 0.055, 0.142, 0.030, 0.085, 0.077, 0.097, 0.141, 0.143, 0.126, 0.121, 0.121, 0.108, 0.099, 0.114, 0.115, 0.118, 0.121, 0.041, 0.108, 0.115, 0.115, 0.102, -0.460, 0.804, -0.260, 0.767, -0.365, -0.291, -0.072, -0.056, -0.052, -0.062, -0.093, -0.291, -0.086, -0.058, -0.050, -0.051, -0.088, -0.292, -0.072, -0.049, -0.050, -0.057, -0.073, -0.277, -0.114, -0.089, -0.043, -0.044, -0.056, 0.080, 0.052, 0.110, 0.114, 0.115, 0.115, 0.111, 0.092, 0.114, 0.115, 0.116, 0.117, 0.090, 0.114, 0.116, 0.115, 0.103, 0.085, 0.117, 0.118, 0.115, 0.114, -0.147, -0.371, 1.011, -0.369, -0.129, -0.377, -0.118, 0.086, 0.022, 0.078, 0.069, 0.078, 0.061, 0.064, 0.062, 0.084, 0.071, 0.069, 0.048, 0.070, 0.083, 0.067], "s2": 0.7551, "mol_weight_g_mol": 971.54, "total_charge": 2, "orbital_gap_ev": [8.441, 7.067], "multiplicity": 2, "fmax_ha_per_bohr": 0.0349, "lumo_energy_ev": [-4.75, -6.19]}